A 13-piece molecular cluster, C73H166N6O15 overall at a distorted geometry, computed with ωB97M-V/def2-TZVPD.

Calculated values
- Largest force on an atom: 3.366 eV/Å
- HOMO: -8.5 eV
- Kohn-Sham gap: 8.677 eV
- E_LUMO: 0.20 eV

```
260
Properties=species:S:1:pos:R:3:forces:R:3:lowdin_charge:R:1
C 1.916 6.073 0.610 0.560 -0.517 -0.195 -0.027
C 2.801 5.195 1.496 0.801 0.157 -0.258 -0.517
C 2.908 3.816 0.866 0.659 -1.574 -0.183 -0.124
C 4.131 2.961 1.406 -0.298 1.359 -1.377 -0.158
C 5.468 3.756 1.210 -0.479 0.090 0.122 -0.111
C 5.404 5.145 1.944 0.803 -0.463 -1.188 -0.500
N 4.158 5.851 1.458 -0.016 -0.954 0.311 -0.081
O 3.974 7.037 2.171 0.506 0.889 0.351 -0.041
C 5.533 4.978 3.439 -0.949 -0.841 0.725 -0.053
C 6.649 6.015 1.541 -0.505 0.241 0.310 -0.042
C 2.167 5.022 2.892 0.150 0.431 -0.313 -0.022
H 1.059 5.499 0.329 -0.770 -0.510 -0.242 0.063
H 2.500 6.252 -0.305 -0.362 0.459 0.335 0.100
H 1.540 6.957 1.108 0.331 0.405 -0.071 0.081
H 1.942 3.267 1.036 0.977 0.528 -0.452 0.087
H 3.068 3.875 -0.238 -0.263 0.211 0.700 0.131
H 4.195 2.052 0.833 -0.005 -0.388 -0.604 0.081
H 3.967 2.564 2.390 0.087 0.385 0.916 0.082
H 5.685 3.944 0.109 -0.428 -0.366 1.251 0.131
H 6.286 3.118 1.631 -0.361 0.785 -0.357 0.109
H 5.731 5.966 3.832 -0.188 0.113 0.665 0.078
H 4.633 4.500 3.882 0.512 0.632 -0.058 0.073
H 6.344 4.307 3.750 0.099 0.283 -0.432 0.091
H 6.584 7.032 2.002 -0.302 -0.639 -0.660 0.085
H 7.564 5.610 2.005 -0.315 -0.272 -0.434 0.081
H 6.747 6.075 0.444 0.046 0.111 0.498 0.081
H 2.813 4.378 3.487 -0.433 0.091 0.314 0.066
H 1.236 4.524 2.681 -0.420 -0.374 0.217 0.070
H 1.859 5.951 3.417 0.565 -0.397 -0.233 0.098
H 3.657 6.769 3.046 0.061 0.186 0.120 0.075
C 0.843 1.386 2.819 -0.482 -0.957 0.915 -0.006
C 0.497 0.337 1.774 -0.818 -0.752 -0.314 -0.464
C -0.065 -0.975 2.498 -0.113 1.942 -2.053 -0.094
C -1.473 -0.688 2.939 0.403 0.468 -0.298 -0.192
C -2.364 -0.228 1.790 1.483 -0.368 0.793 -0.116
C -1.836 1.039 1.105 -0.153 -1.365 0.854 -0.516
N -0.463 0.741 0.694 0.269 0.102 0.629 -0.036
O 0.075 1.896 0.011 -0.283 -0.578 0.378 -0.041
C -2.675 1.169 -0.128 -0.873 1.418 -0.101 -0.034
C -2.116 2.230 2.028 1.572 0.581 -0.327 0.000
C 1.744 -0.089 1.056 2.173 1.433 1.277 -0.038
H 1.713 0.962 3.339 0.018 0.437 0.076 0.090
H 0.032 1.468 3.577 0.655 0.332 -0.533 0.075
H 1.098 2.330 2.372 -0.072 0.304 0.059 0.044
H -0.108 -1.772 1.738 0.384 0.025 0.332 0.119
H 0.642 -1.154 3.286 0.151 -0.604 0.412 0.087
H -1.433 0.051 3.735 -0.337 0.001 0.334 0.073
H -1.935 -1.584 3.240 -0.498 -1.153 1.206 0.099
H -3.305 -0.035 2.252 -1.092 0.241 -0.074 0.099
H -2.455 -1.124 1.159 -0.112 0.567 -0.432 0.128
H -3.714 1.504 0.139 0.905 -0.469 -0.361 0.085
H -2.227 1.909 -0.795 -0.125 -0.066 -0.096 0.060
H -2.698 0.208 -0.595 -0.161 -0.483 -0.680 0.069
H -1.771 2.224 3.072 -0.077 -0.538 -0.378 0.073
H -1.599 3.108 1.581 -0.848 -0.146 0.139 0.103
H -3.183 2.257 2.021 -0.696 0.857 0.138 0.048
H 2.318 0.736 0.545 -0.776 -0.766 0.435 0.102
H 1.485 -0.843 0.393 -0.406 -1.333 -1.665 0.053
H 2.446 -0.527 1.810 -0.381 0.318 -0.397 0.078
H 0.461 1.465 -0.771 0.303 0.374 -0.181 0.058
C 6.218 -1.717 -2.443 0.370 -0.609 0.568 -0.015
C 5.380 -1.369 -3.659 1.119 0.739 -0.013 -0.532
C 6.110 -1.817 -4.913 -1.313 -1.086 -1.434 -0.130
C 6.137 -3.355 -5.038 -1.510 1.679 0.588 -0.172
C 4.689 -3.809 -5.212 -0.665 -0.985 -0.490 -0.119
C 3.773 -3.369 -3.997 0.070 -1.097 -1.083 -0.485
N 4.083 -1.979 -3.676 -2.374 -0.048 -0.024 -0.054
O 3.237 -1.554 -2.593 0.467 -0.044 -0.134 -0.046
C 2.292 -3.554 -4.435 0.673 -1.227 1.633 -0.035
C 3.981 -4.333 -2.829 0.171 -0.370 -0.228 -0.022
C 5.186 0.144 -3.679 -0.035 -0.567 -1.566 -0.013
H 7.147 -1.139 -2.329 -0.209 -0.172 -0.401 0.101
H 6.437 -2.785 -2.382 0.210 0.086 -0.091 0.075
H 5.651 -1.514 -1.559 -0.477 0.292 0.732 0.060
H 5.676 -1.444 -5.869 -0.498 -0.029 0.749 0.132
H 7.075 -1.427 -5.012 1.773 0.672 0.661 0.101
H 6.572 -3.744 -4.144 0.352 -0.620 0.529 0.084
H 6.751 -3.589 -5.855 0.783 -0.705 -1.219 0.094
H 4.633 -4.943 -5.285 -0.024 1.230 0.162 0.133
H 4.276 -3.436 -6.214 0.470 -0.224 1.453 0.136
H 2.177 -3.023 -5.333 -0.895 1.033 -1.042 0.057
H 2.050 -4.635 -4.613 0.588 0.816 -0.100 0.097
H 1.638 -3.314 -3.581 -0.016 0.518 -0.687 0.066
H 3.324 -5.194 -2.933 0.033 -0.187 -0.241 0.082
H 4.999 -4.700 -2.907 0.238 -0.060 0.800 0.079
H 3.692 -3.930 -1.860 0.522 0.190 0.031 0.050
H 4.521 0.472 -2.928 -0.828 0.356 0.787 0.058
H 4.843 0.418 -4.676 -0.516 0.094 0.057 0.091
H 6.097 0.675 -3.582 1.190 0.318 0.379 0.076
H 3.431 -2.086 -1.798 0.102 0.002 -0.150 0.067
C -4.785 3.097 -3.925 -0.678 0.841 1.280 -0.014
C -4.158 1.744 -4.194 0.551 0.169 1.199 -0.524
C -4.742 0.713 -3.217 0.024 -0.920 -0.081 -0.125
C -6.151 0.314 -3.612 -0.029 0.201 -2.143 -0.146
C -6.035 -0.291 -5.069 2.081 -0.594 1.578 -0.111
C -5.477 0.755 -6.055 -1.230 -0.805 -0.669 -0.527
N -4.187 1.261 -5.575 -1.129 -0.370 -0.037 -0.068
O -3.745 2.296 -6.479 0.319 -0.494 0.536 -0.020
C -5.162 -0.052 -7.318 -0.081 0.964 -1.682 -0.048
C -6.575 1.811 -6.330 -0.303 0.036 -0.188 -0.022
C -2.711 1.854 -3.892 3.133 0.954 0.777 -0.061
H -4.485 3.548 -2.938 -0.147 -0.882 -0.662 0.085
H -5.881 3.061 -3.903 0.220 0.047 -0.181 0.071
H -4.466 3.845 -4.619 0.072 0.333 -0.831 0.079
H -4.088 -0.182 -3.223 -0.418 0.117 -0.508 0.106
H -4.662 0.938 -2.141 -0.084 0.984 -0.454 0.109
H -6.902 1.134 -3.684 0.750 -0.157 0.311 0.100
H -6.544 -0.341 -2.884 -0.522 -1.182 0.611 0.083
H -6.913 -0.796 -5.437 -0.644 0.360 -0.234 0.112
H -5.255 -1.121 -5.082 -0.799 0.848 0.460 0.111
H -6.096 -0.519 -7.726 0.980 0.204 0.311 0.100
H -4.663 0.550 -8.131 -0.983 -0.108 0.699 0.095
H -4.367 -0.752 -7.119 -0.101 -0.781 0.424 0.061
H -6.101 2.621 -6.855 0.120 0.765 0.112 0.071
H -7.346 1.480 -7.051 0.385 -0.399 0.440 0.089
H -7.125 2.158 -5.425 0.626 -0.120 -0.665 0.073
H -2.493 2.057 -2.833 -0.487 -0.069 -0.046 0.061
H -2.252 2.746 -4.376 -0.298 -0.541 -0.055 0.096
H -2.030 0.993 -4.112 -1.026 0.343 -0.229 0.089
H -2.820 2.032 -6.618 -0.425 0.217 -0.103 0.112
C -3.783 -3.726 -4.554 2.073 -2.330 -0.285 -0.006
C -2.172 -3.564 -4.604 -1.195 2.104 1.765 -0.472
C -1.862 -2.025 -4.299 -0.328 -1.387 0.760 -0.081
C -1.950 -1.821 -2.755 -0.629 -0.527 -1.671 -0.186
C -1.162 -2.801 -1.951 0.403 -1.030 -0.856 -0.130
C -1.566 -4.244 -2.234 -0.117 -0.752 0.142 -0.517
N -1.341 -4.386 -3.694 -1.586 -0.259 -0.665 -0.039
O -1.794 -5.684 -4.108 -0.726 -0.696 1.652 -0.047
C -0.610 -5.227 -1.582 1.175 0.810 0.403 -0.033
C -2.967 -4.540 -1.666 -0.350 -0.418 -2.668 -0.013
C -1.784 -3.914 -5.975 2.306 0.423 -0.976 -0.061
H -4.284 -3.284 -3.734 -0.371 0.575 0.701 0.038
H -4.007 -4.831 -4.571 0.122 1.118 0.133 0.102
H -4.138 -3.330 -5.480 -0.382 0.457 -0.568 0.056
H -0.863 -1.726 -4.564 0.507 -0.266 -0.685 0.081
H -2.588 -1.442 -4.897 0.300 0.061 0.542 0.109
H -2.982 -2.012 -2.537 -0.735 0.608 0.602 0.079
H -1.625 -0.859 -2.434 -0.195 1.110 -0.001 0.085
H -1.346 -2.587 -0.926 0.167 0.170 1.109 0.107
H -0.105 -2.720 -2.190 0.326 0.187 0.231 0.114
H 0.392 -4.967 -1.991 -0.374 -0.663 0.220 0.083
H -0.553 -5.015 -0.496 -0.158 -0.225 -0.384 0.080
H -0.882 -6.276 -1.743 0.137 0.317 -0.073 0.086
H -3.330 -5.569 -1.935 0.231 1.091 0.001 0.112
H -2.984 -4.462 -0.634 0.396 0.033 2.227 0.056
H -3.634 -3.750 -2.002 -0.423 -0.489 -0.047 0.054
H -0.713 -3.664 -6.152 -0.386 -0.525 0.251 0.106
H -2.269 -3.230 -6.583 -1.124 1.380 -1.542 0.056
H -2.011 -4.884 -6.378 -0.167 -0.539 0.292 0.088
H -1.115 -6.049 -4.645 1.157 -0.308 -0.536 0.082
C 5.866 0.277 3.561 0.595 -2.465 1.449 0.000
C 5.991 -1.263 3.109 0.086 1.584 -1.020 -0.466
C 7.414 -1.818 3.152 1.472 1.635 -0.284 -0.141
C 7.917 -2.229 4.523 -0.371 0.823 0.560 -0.196
C 7.033 -3.240 5.240 -0.724 1.183 -1.021 -0.121
C 5.562 -2.678 5.250 0.435 0.325 0.434 -0.484
N 5.157 -2.146 3.897 -1.345 -0.440 0.057 -0.027
O 3.815 -1.507 3.971 1.329 -0.642 0.359 -0.066
C 4.632 -3.833 5.589 -1.254 -0.310 -0.164 -0.044
C 5.472 -1.629 6.386 -0.506 -0.339 -0.260 -0.032
C 5.519 -1.267 1.590 0.546 0.489 1.549 -0.015
H 6.238 0.397 4.580 0.477 0.031 -0.062 0.065
H 4.839 0.476 3.698 -1.278 0.360 -0.370 0.046
H 6.324 0.996 2.935 0.563 0.490 -0.917 0.053
H 7.563 -2.635 2.474 -0.337 -0.582 -0.582 0.105
H 8.096 -0.979 2.755 -0.874 -1.156 0.501 0.149
H 7.996 -1.296 5.093 -0.088 -0.201 0.318 0.107
H 8.907 -2.626 4.518 0.892 -0.183 -0.462 0.100
H 7.355 -3.304 6.268 0.022 -0.204 0.401 0.110
H 7.169 -4.236 4.786 -0.504 0.339 -0.003 0.121
H 4.536 -4.071 6.692 0.527 0.137 -1.323 0.107
H 3.609 -3.595 5.239 0.399 0.035 0.374 0.057
H 4.932 -4.684 4.959 -0.085 -0.081 0.602 0.083
H 6.188 -0.826 6.304 0.291 0.202 -0.184 0.056
H 4.463 -1.175 6.380 0.434 -0.332 0.282 0.086
H 5.702 -2.167 7.316 -0.398 0.335 -0.049 0.085
H 6.164 -0.589 0.999 -0.358 -0.308 0.272 0.094
H 4.490 -0.941 1.559 -0.186 0.354 -0.166 0.043
H 5.558 -2.258 1.193 0.177 -0.776 -0.334 0.062
H 3.245 -2.146 3.526 0.017 -0.312 -0.037 0.036
C -8.247 -1.152 0.545 -0.353 -0.184 -0.131 -0.048
C -7.378 -1.394 1.746 0.412 -0.258 0.637 -0.508
C -7.180 -2.833 2.197 -1.089 -0.383 0.075 -0.048
O -6.079 -0.844 1.525 0.341 0.996 -0.172 -0.076
H -9.196 -1.716 0.574 0.342 0.395 0.059 0.093
H -7.694 -1.440 -0.331 0.170 -0.371 -0.525 0.070
H -8.424 -0.080 0.434 -0.298 -0.010 0.096 0.075
H -7.812 -0.908 2.624 -0.110 0.220 0.011 0.125
H -8.145 -3.169 2.600 -0.014 -0.156 -0.414 0.085
H -6.581 -2.846 3.086 0.792 0.121 0.353 0.059
H -6.807 -3.597 1.498 -0.082 0.619 -0.099 0.087
H -6.164 0.089 1.225 0.053 -0.782 0.156 0.084
C -4.873 -1.077 6.102 0.147 -1.520 -0.417 -0.064
C -5.375 0.308 5.683 0.228 -1.422 -1.092 -0.468
C -4.199 1.189 5.303 0.887 1.723 1.602 -0.060
O -6.160 0.189 4.493 -0.523 -0.431 -0.567 -0.093
H -5.602 -1.799 6.550 0.148 1.050 -0.182 0.085
H -4.020 -1.013 6.783 -0.035 0.072 -0.028 0.067
H -4.535 -1.646 5.190 0.014 0.724 0.627 0.086
H -6.065 0.652 6.470 0.456 0.541 -0.443 0.144
H -3.774 1.694 6.242 -0.270 -0.738 -1.357 0.111
H -4.512 1.993 4.619 -0.129 -0.185 0.396 0.063
H -3.377 0.672 4.767 -0.527 -0.171 0.465 0.059
H -5.642 -0.220 3.760 -0.375 0.322 0.784 0.071
C -5.709 3.567 2.154 0.438 0.277 -0.436 -0.057
C -6.601 3.343 0.914 1.198 -1.742 0.686 -0.404
C -6.985 4.621 0.237 0.363 -0.390 -0.464 -0.056
O -5.822 2.408 -0.004 -0.927 1.221 1.613 -0.097
H -5.411 2.607 2.593 -0.325 0.193 0.037 0.053
H -6.235 4.187 2.886 -0.179 -0.365 0.023 0.087
H -4.778 4.127 1.959 -0.313 -0.221 -0.418 0.082
H -7.468 2.777 1.343 0.346 0.350 -0.882 0.138
H -6.093 5.150 -0.080 0.204 0.355 0.389 0.072
H -7.609 5.172 0.919 -0.124 0.568 0.165 0.084
H -7.524 4.471 -0.684 -0.567 -0.308 -0.275 0.076
H -6.224 2.480 -0.868 -0.209 -0.004 -0.429 0.059
C 1.017 0.366 -4.307 -1.022 -0.444 -0.311 -0.047
C 1.642 1.460 -3.491 -0.476 -0.141 0.635 -0.432
C 0.721 2.712 -3.404 3.116 -0.645 0.479 -0.019
O 1.813 1.041 -2.123 0.167 -1.044 0.342 -0.096
H 0.076 -0.085 -3.897 0.417 1.136 -0.295 0.070
H 1.611 -0.508 -4.422 1.188 -0.680 0.213 0.046
H 0.926 0.728 -5.331 -0.624 0.063 -0.110 0.094
H 2.641 1.636 -3.902 -0.112 0.487 -0.067 0.124
H 1.260 3.459 -2.814 -0.330 -0.118 0.430 0.085
H -0.154 2.365 -2.940 -1.428 0.006 0.551 0.038
H 0.594 3.195 -4.332 -0.581 0.173 -1.350 0.067
H 2.129 0.096 -2.079 -0.240 1.255 -0.472 0.084
C 0.907 -1.013 6.110 0.332 -1.620 0.895 -0.045
C -0.520 -1.243 6.674 1.565 -1.248 -0.663 -0.519
C -0.355 -1.862 8.047 -0.627 -1.750 0.571 -0.062
O -1.096 -0.006 6.776 -1.439 1.857 -0.671 -0.045
H 1.390 -1.896 5.676 -0.140 -0.306 0.396 0.071
H 1.543 -0.656 6.924 0.013 0.057 -0.134 0.087
H 0.978 -0.330 5.316 -0.412 1.322 -0.976 0.032
H -1.099 -1.885 5.968 0.219 0.083 0.536 0.139
H -1.231 -2.158 8.681 0.148 0.741 -0.986 0.090
H 0.279 -1.263 8.673 0.308 0.493 0.183 0.071
H 0.151 -2.833 7.926 0.142 0.283 -0.100 0.083
H -1.168 0.312 5.850 -0.103 0.092 0.972 0.078
C 2.997 -4.259 0.816 -0.057 -0.176 -0.583 -0.241
C 1.883 -4.486 1.776 -1.609 -0.032 -0.491 -0.208
O 2.189 -3.700 2.933 -0.319 -0.662 0.297 -0.090
O 2.830 -3.034 0.153 0.414 0.483 -0.342 -0.067
H 3.082 -4.915 -0.016 -0.447 -1.321 -0.374 0.106
H 3.917 -4.380 1.359 0.746 0.458 0.380 0.121
H 1.733 -5.564 2.023 0.234 0.744 -0.066 0.139
H 0.922 -4.063 1.336 0.972 -0.758 0.308 0.126
H 1.691 -4.134 3.634 0.117 0.454 0.353 0.097
H 2.767 -2.362 0.820 -0.025 0.887 0.451 0.030
C -2.504 4.883 -1.476 1.526 -0.527 -0.060 -0.261
C -1.995 6.288 -1.302 -0.541 -0.685 1.660 -0.265
O -2.790 7.210 -1.970 -0.443 1.124 -1.025 -0.051
O -3.689 4.728 -0.712 0.346 0.573 -0.640 -0.058
H -1.729 4.128 -1.231 -0.147 0.416 0.771 0.114
H -2.578 4.659 -2.531 -0.927 0.227 -0.668 0.098
H -0.963 6.391 -1.636 -0.040 0.058 -0.024 0.120
H -2.082 6.480 -0.200 0.533 -0.012 -0.628 0.131
H -3.711 6.932 -2.060 0.341 -0.233 0.327 0.091
H -3.769 3.795 -0.577 -0.584 -1.040 0.385 0.033
```
Forces are in eV/Å.